Entry from the OMol25 dataset: the ion C3H10N3 with charge +1 (wB97M-V/def2-TZVPD).

Results
maximum force = 0.1079 Eh/bohr
HOMO energy = -0.541 hartree
LUMO level = -8.29 eV
gap between HOMO and LUMO = 6.43 eV
energy = -284.1431 hartree
net charge = +1
SMILES string = NC[C@H](N)C=[NH2+]
energy relative to the best compared isomer or geometry (same formula, charge and spin) = 146.1 kcal/mol

Geometry (Å):
C (0.0091, 0.9688, 1.2049)
N (1.4053, 0.5982, 1.5740)
H (-0.6770, 0.5533, 1.9575)
H (-0.0078, 2.0601, 1.2880)
H (2.0408, 1.3249, 1.2290)
H (1.4827, -0.2557, 0.8773)
C (0.1989, -1.0135, -0.1402)
C (-0.3029, 0.4084, -0.1663)
N (-1.6716, 0.7682, -0.5525)
N (0.5093, -1.4978, -1.4606)
H (-0.4335, -1.7529, 0.3532)
H (0.3427, 0.9393, -0.8791)
H (-2.2570, -0.0645, -0.4977)
H (-1.6852, 1.0948, -1.5167)
H (-0.2803, -2.0234, -1.8409)
H (1.3266, -2.1083, -1.4299)

Entry from the OMol25 dataset: a structure of composition C16H17IN2O4Ti (wB97M-V/def2-TZVPD).

Results
maximum force = 0.0284 Eh/bohr
HOMO energy (alpha / beta) = -0.234 / -0.236 hartree
LUMO level (alpha / beta) = -0.63 / -0.47 eV
gap between HOMO and LUMO (alpha / beta) = 5.75 / 5.94 eV
energy = -2177.6048 hartree
energy relative to the best compared isomer or geometry (same formula, charge and spin) = 4.2 kcal/mol

Geometry (Å):
Ti (0.2776, 0.5340, 0.2423)
O (1.3878, -3.4405, 0.2176)
C (1.1380, -2.1633, -0.1442)
O (0.7045, -1.3279, 0.7788)
C (1.2813, -1.6505, -1.4012)
C (1.7559, -2.2311, -2.6274)
C (1.9304, -1.4561, -3.7183)
C (1.6911, -0.0313, -3.6313)
C (1.2029, 0.4741, -2.4824)
N (0.8951, -0.3031, -1.3839)
C (0.9849, 1.9175, -2.1554)
O (1.1139, 2.8458, -2.9062)
O (0.6314, 2.0341, -0.8647)
H (1.0570, -3.5481, 1.1161)
H (1.9741, -3.2910, -2.6448)
H (2.2835, -1.8804, -4.6477)
H (1.9182, 0.6342, -4.4519)
I (-0.3861, 3.9226, 1.7173)
C (0.3484, 2.4100, 2.9421)
C (0.5602, 2.6974, 4.2832)
C (1.0634, 1.7073, 5.1061)
C (1.3385, 0.4612, 4.5679)
C (1.0934, 0.2531, 3.2272)
N (0.6064, 1.2101, 2.4124)
H (0.3331, 3.6828, 4.6610)
H (1.2383, 1.9101, 6.1545)
H (1.7327, -0.3431, 5.1717)
H (1.2766, -0.7023, 2.7571)
C (-2.3689, -1.7321, -0.8628)
C (-2.6697, -0.2411, -0.7601)
C (-2.5308, 0.4353, -2.1199)
C (-1.7924, 0.4355, 0.2900)
H (-3.0609, -2.2227, -1.5508)
H (-2.4556, -2.2213, 0.1105)
H (-1.3540, -1.8946, -1.2330)
H (-3.7174, -0.1334, -0.4446)
H (-1.5272, 0.2810, -2.5235)
H (-2.7052, 1.5110, -2.0499)
H (-3.2444, 0.0215, -2.8358)
H (-1.9233, -0.0537, 1.2709)
H (-2.0826, 1.4889, 0.4128)

Entry from the OMol25 dataset: the ion C7H12BN2O2 with charge +1 (wB97M-V/def2-TZVPD).

Results
maximum force = 0.1088 Eh/bohr
HOMO energy (alpha / beta) = -0.397 / -0.464 hartree
LUMO level (alpha / beta) = -3.99 / -5.27 eV
⟨S²⟩ = 2.040
gap between HOMO and LUMO (alpha / beta) = 6.80 / 7.35 eV
energy = -558.3942 hartree
net charge = +1
spin multiplicity = 3

Geometry (Å):
B (-0.5601, -0.2068, -2.6565)
C (-0.7256, -0.5160, 1.9212)
C (-2.0902, -0.4719, 1.7401)
C (-2.3473, -0.1672, -0.6685)
C (-1.1683, -0.2029, -1.2400)
C (0.2057, -0.1658, 1.0333)
C (2.1391, 0.7929, 2.1486)
C (2.2359, 0.3042, -0.2559)
N (-2.7187, -0.0418, 0.6384)
N (1.3968, 0.3366, 0.9604)
O (-1.4573, 0.0469, -3.6035)
O (0.7651, -0.5702, -2.7559)
H (-0.1657, -0.9532, 2.7812)
H (-2.7598, -0.7346, 2.4488)
H (-3.0765, -0.1244, -1.3842)
H (3.1453, 1.1967, 2.0127)
H (1.5661, 1.5164, 2.5485)
H (2.3195, 0.0442, 2.9519)
H (1.4181, 0.0946, -1.0495)
H (2.7244, 1.1704, -0.2226)
H (3.0438, -0.4495, -0.2215)
H (-3.7046, 0.1152, 0.8305)
H (-1.4909, -0.5381, -4.3484)
H (1.3052, -0.4757, -3.6091)

Entry from the OMol25 dataset: a structure of composition C16H28IO2P2Ti (wB97M-V/def2-TZVPD).

Results
maximum force = 0.1450 Eh/bohr
HOMO energy (alpha / beta) = -0.485 / -0.493 hartree
LUMO level (alpha / beta) = -8.08 / -8.07 eV
⟨S²⟩ = 0.783
gap between HOMO and LUMO (alpha / beta) = 5.14 / 5.33 eV
energy = -2606.2425 hartree
net charge = +2
spin multiplicity = 2
energy relative to the best compared isomer or geometry (same formula, charge and spin) = 0.0 kcal/mol

Geometry (Å):
C (0.9128, -5.5140, -2.8204)
C (1.3565, -4.8667, -1.6283)
H (1.3756, -6.5179, -2.8658)
H (1.2514, -4.8808, -3.6651)
H (-0.1912, -5.5872, -2.7502)
O (1.5904, -4.1850, -0.7218)
I (-0.9352, -1.4176, -2.5062)
Ti (-0.2972, 0.0111, -0.4969)
P (-1.9743, -1.0836, 0.9959)
C (-1.8634, -0.6726, 2.7696)
C (-3.6988, -0.6308, 0.5826)
H (-4.3768, -1.3691, 1.0451)
H (-2.9687, -3.2331, 1.3998)
H (-3.8402, -0.6414, -0.5034)
H (-1.9267, -3.2543, -0.0826)
H (-1.8962, 0.4187, 2.9040)
H (-3.9402, 0.3690, 0.9641)
C (-2.0242, -2.8959, 0.9491)
H (-2.7041, -1.1321, 3.3105)
H (-1.1979, -3.3016, 1.5353)
H (-0.9111, -1.0400, 3.1667)
P (1.9079, 0.7211, -1.4384)
C (3.0543, 1.5368, -0.2798)
C (2.9027, -0.5720, -2.2236)
H (0.9659, 1.6471, -3.4889)
H (2.7118, 2.0379, -3.3089)
H (1.4761, 2.9467, -2.3735)
C (1.7435, 1.9619, -2.7820)
H (2.2666, -1.2412, -2.8132)
H (3.6633, -0.0980, -2.8590)
H (3.9010, 1.9669, -0.8354)
H (3.4131, 0.7979, 0.4444)
H (3.4069, -1.1610, -1.4562)
H (2.5366, 2.3372, 0.2678)
C (0.8395, -0.2183, 1.1645)
O (1.4557, -0.1949, 2.1766)
C (-1.2481, 1.8799, -0.6221)
C (-0.9490, 2.7450, 0.5541)
C (-1.7714, 2.7023, 1.6982)
C (-1.4340, 3.4214, 2.8539)
C (-0.2876, 4.2151, 2.8560)
C (0.5026, 4.3100, 1.7005)
C (0.1633, 3.5947, 0.5584)
H (-2.2959, 1.5730, -0.7143)
H (-0.8575, 2.2567, -1.5745)
H (-2.6920, 2.1174, 1.6525)
H (-2.0387, 3.3189, 3.7574)
H (0.0215, 4.7206, 3.7693)
H (1.4206, 4.9209, 1.7170)
H (0.7405, 3.6927, -0.3605)

Entry from the OMol25 dataset: a cluster of 6 separate species, C15H22Cl15O2 in total (wB97M-V/def2-TZVPD).

Results
maximum force = 0.0252 Eh/bohr
HOMO energy = -0.030 hartree
LUMO level = 1.50 eV
gap between HOMO and LUMO = 2.31 eV
energy = -7637.9369 hartree
net charge = -1

Geometry (Å):
C (-3.8994, 2.0444, -4.1235)
C (-4.7842, 1.3907, -3.3762)
C (-5.2266, -0.0062, -3.6944)
O (-6.0818, -0.3207, -4.4721)
O (-4.5265, -0.8971, -2.9468)
C (-3.4125, -1.4841, -3.6595)
C (-2.2457, -1.6845, -2.7222)
C (-2.4472, -2.7789, -1.6653)
C (-1.5186, -2.5655, -0.4448)
C (-2.2436, -2.1220, 0.8532)
C (-1.9862, -3.0562, 2.0819)
C (-3.0439, -3.0770, 3.1656)
H (-3.8599, 1.9464, -5.2037)
H (-3.1957, 2.7355, -3.6661)
H (-5.2345, 1.8612, -2.5080)
H (-3.1142, -0.7869, -4.4521)
H (-3.7330, -2.4012, -4.1576)
H (-1.3933, -1.9694, -3.3477)
H (-2.0020, -0.7316, -2.2470)
H (-2.1651, -3.7315, -2.1205)
H (-3.4839, -2.8074, -1.3312)
H (-1.0071, -3.5082, -0.2297)
H (-0.7427, -1.8400, -0.7111)
H (-3.3176, -2.0108, 0.6922)
H (-1.8424, -1.1413, 1.1294)
H (-1.0688, -2.6689, 2.5410)
H (-1.7699, -4.0712, 1.7147)
H (-3.0853, -2.1123, 3.6912)
H (-4.0347, -3.3242, 2.7541)
C (2.1593, -3.6178, 3.4840)
Cl (0.7171, -4.6082, 3.5065)
Cl (2.0966, -2.4180, 2.1857)
Cl (2.4145, -2.8190, 5.0445)
H (3.0152, -4.2528, 3.3025)
C (6.4916, -2.8197, 4.9571)
Cl (5.6825, -1.2996, 4.6033)
Cl (5.7090, -4.1698, 4.1337)
Cl (8.2021, -2.7396, 4.5265)
H (6.4265, -2.9968, 6.0228)
C (10.7144, -2.1566, 7.8420)
Cl (11.3087, -3.4160, 6.7594)
Cl (11.1963, -0.5591, 7.2716)
Cl (8.9653, -2.2568, 8.0265)
H (11.1618, -2.3139, 8.8141)
C (-1.1584, 6.0269, -4.2564)
Cl (-2.3334, 4.7119, -4.2764)
Cl (-1.5291, 7.2273, -5.4984)
Cl (-1.0886, 6.7844, -2.6654)
H (-0.1836, 5.6117, -4.4749)
C (-0.7706, 10.5593, -4.1498)
Cl (-0.9177, 11.7332, -2.8421)
Cl (-1.1934, 11.2873, -5.7009)
Cl (0.8475, 9.8678, -4.2004)
H (-1.4676, 9.7527, -3.9594)

Among the records above, which one has the lowest maximum force? C15H22Cl15O2

Which value of maximum force does entry 5 give? 0.0252 Eh/bohr

Please write out number 4 again, unchanged.
Entry from the OMol25 dataset: a structure of composition C16H28IO2P2Ti (wB97M-V/def2-TZVPD).

Results
maximum force = 0.1450 Eh/bohr
HOMO energy (alpha / beta) = -0.485 / -0.493 hartree
LUMO level (alpha / beta) = -8.08 / -8.07 eV
⟨S²⟩ = 0.783
gap between HOMO and LUMO (alpha / beta) = 5.14 / 5.33 eV
energy = -2606.2425 hartree
net charge = +2
spin multiplicity = 2
energy relative to the best compared isomer or geometry (same formula, charge and spin) = 0.0 kcal/mol

Geometry (Å):
C (0.9128, -5.5140, -2.8204)
C (1.3565, -4.8667, -1.6283)
H (1.3756, -6.5179, -2.8658)
H (1.2514, -4.8808, -3.6651)
H (-0.1912, -5.5872, -2.7502)
O (1.5904, -4.1850, -0.7218)
I (-0.9352, -1.4176, -2.5062)
Ti (-0.2972, 0.0111, -0.4969)
P (-1.9743, -1.0836, 0.9959)
C (-1.8634, -0.6726, 2.7696)
C (-3.6988, -0.6308, 0.5826)
H (-4.3768, -1.3691, 1.0451)
H (-2.9687, -3.2331, 1.3998)
H (-3.8402, -0.6414, -0.5034)
H (-1.9267, -3.2543, -0.0826)
H (-1.8962, 0.4187, 2.9040)
H (-3.9402, 0.3690, 0.9641)
C (-2.0242, -2.8959, 0.9491)
H (-2.7041, -1.1321, 3.3105)
H (-1.1979, -3.3016, 1.5353)
H (-0.9111, -1.0400, 3.1667)
P (1.9079, 0.7211, -1.4384)
C (3.0543, 1.5368, -0.2798)
C (2.9027, -0.5720, -2.2236)
H (0.9659, 1.6471, -3.4889)
H (2.7118, 2.0379, -3.3089)
H (1.4761, 2.9467, -2.3735)
C (1.7435, 1.9619, -2.7820)
H (2.2666, -1.2412, -2.8132)
H (3.6633, -0.0980, -2.8590)
H (3.9010, 1.9669, -0.8354)
H (3.4131, 0.7979, 0.4444)
H (3.4069, -1.1610, -1.4562)
H (2.5366, 2.3372, 0.2678)
C (0.8395, -0.2183, 1.1645)
O (1.4557, -0.1949, 2.1766)
C (-1.2481, 1.8799, -0.6221)
C (-0.9490, 2.7450, 0.5541)
C (-1.7714, 2.7023, 1.6982)
C (-1.4340, 3.4214, 2.8539)
C (-0.2876, 4.2151, 2.8560)
C (0.5026, 4.3100, 1.7005)
C (0.1633, 3.5947, 0.5584)
H (-2.2959, 1.5730, -0.7143)
H (-0.8575, 2.2567, -1.5745)
H (-2.6920, 2.1174, 1.6525)
H (-2.0387, 3.3189, 3.7574)
H (0.0215, 4.7206, 3.7693)
H (1.4206, 4.9209, 1.7170)
H (0.7405, 3.6927, -0.3605)